Entry 1:
The following is a DFT calculation (wB97M-V/def2-TZVPD) of a 2-piece molecular cluster, C4H12 overall.

Each line ends with the Löwdin charge.
Element x y z (Å)
C1 0.39839 -2.33224 0.96816  -0.166
C2 -0.87856 -1.56497 1.27766  -0.167
H1 1.01319 -2.24137 1.87647  0.061
H2 0.36912 -3.41955 0.90830  0.059
H3 0.95876 -1.92855 0.12983  0.056
H4 -1.76760 -2.17124 1.03280  0.065
H5 -1.07434 -0.72201 0.62350  0.029
H6 -0.99503 -1.28817 2.31887  0.062
C3 0.68860 1.84699 -1.74307  -0.173
C4 -0.16360 2.07056 -0.50412  -0.163
H7 1.14000 2.78862 -2.07907  0.060
H8 1.46645 1.10258 -1.63694  0.056
H9 0.07766 1.63519 -2.62673  0.063
H10 -0.52312 1.09514 -0.16307  0.029
H11 -1.08459 2.61208 -0.71105  0.064
H12 0.37469 2.51692 0.32845  0.065

Computed properties:
E_LUMO	1.14	eV
ΔE to the lowest compared entry with this formula, charge and spin	9.7	kcal per mole
E	-159.5696	Ha
spin multiplicity	1
HOMO-LUMO gap	0.459	Ha
SMILES string	CC.CC



Entry 2:
The following is a DFT calculation (wB97M-V/def2-TZVPD) of one molecule with the formula C2H4N2OS2.

Each line ends with the Löwdin charge.
Element x y z (Å)
C1 0.49722 0.85551 0.14476  -0.741
C2 -1.27197 -0.48550 -1.20828  -0.705
H1 1.81598 -0.35144 1.44930  0.173
H2 2.01025 1.38126 1.35226  0.068
H3 -0.94567 -1.54829 1.20915  0.163
H4 -1.94058 -1.31059 -0.85206  0.085
N1 1.41065 0.63090 1.13533  0.067
N2 -0.25687 -0.32369 -0.32818  -0.190
O1 -0.15261 -1.53163 0.52848  -0.073
S1 0.46323 2.23766 -0.92478  0.531
S2 -1.62963 0.44580 -2.50598  0.622

Computed properties:
E_LUMO	-0.41	eV
ΔE to the lowest compared entry with this formula, charge and spin	75.6	kcal per mole
E	-1059.6227	Ha
spin multiplicity	1
HOMO-LUMO gap	0.269	Ha
SMILES string	NC(=S)N(O)C=S



Entry 3:
The following is a DFT calculation (wB97M-V/def2-TZVPD) of a 4-piece molecular cluster, C20H33N5O5S overall.

Each line ends with the Löwdin charge.
Element x y z (Å)
C1 -6.75522 -2.49359 -3.93157  -0.040
C2 -6.56906 -0.94109 -3.89779  -0.374
O1 -7.80919 -0.26449 -3.64243  -0.047
C3 -5.61269 -0.61604 -2.72589  -0.158
O2 -5.64978 0.78186 -2.34758  -0.041
C4 -5.72969 0.85295 -0.97235  -0.237
C5 -6.90540 1.33306 -0.45316  0.021
C6 -7.05377 1.42986 0.97070  -0.094
C7 -6.03661 1.01910 1.79353  -0.529
S1 -6.30840 1.18413 3.57592  0.748
C8 -4.78618 0.50503 1.28481  -0.230
N1 -3.83387 0.11069 2.18407  0.128
C9 -2.76339 -0.33018 1.55933  -0.098
C10 -2.56961 -0.36746 0.13979  -0.097
N2 -3.48721 0.01714 -0.71789  0.149
C11 -4.63989 0.44814 -0.11986  -0.141
H1 -6.08991 -2.90616 -4.70790  0.080
H2 -6.46637 -2.92635 -2.95632  0.074
H3 -7.80315 -2.76771 -4.11975  0.083
H4 -6.20815 -0.57094 -4.86964  0.146
H5 -8.11065 -0.62489 -2.79555  0.090
H6 -5.91099 -1.22848 -1.85165  0.127
H7 -4.57692 -0.93159 -2.95596  0.130
H8 -7.69245 1.63476 -1.14811  0.128
H9 -7.97171 1.80446 1.43205  0.103
H10 -6.91857 0.01446 3.90539  -0.132
H11 -1.94211 -0.70708 2.18811  0.104
H12 -1.62859 -0.75233 -0.27179  0.108
C12 2.43649 -0.95437 3.56635  -0.004
C13 1.36236 -1.05688 2.51308  -0.555
O3 0.64489 -2.03992 2.40430  0.022
N3 1.20961 -0.00212 1.66907  0.009
C14 1.96068 1.23874 1.64566  -0.070
H13 2.44470 -1.86087 4.16466  0.084
H14 3.41561 -0.83915 3.09749  0.078
H15 2.23702 -0.10673 4.22362  0.087
H16 0.47561 -0.13643 0.99180  0.117
H17 1.26465 2.06724 1.79179  0.084
H18 2.43489 1.33807 0.66669  0.077
H19 2.72335 1.27300 2.41666  0.075
C15 5.89402 -1.30093 0.23003  -0.006
C16 6.67833 -1.34486 1.51661  -0.556
O4 7.05936 -0.32836 2.08079  0.015
N4 6.95736 -2.56641 2.04556  0.002
C17 6.59127 -3.86900 1.52409  -0.078
H20 5.74955 -0.26909 -0.07005  0.044
H21 6.43900 -1.81649 -0.56145  0.093
H22 4.91430 -1.76243 0.36985  0.086
H23 7.48387 -2.52155 2.90422  0.138
H24 5.98471 -4.39173 2.26614  0.082
H25 7.49930 -4.44655 1.34048  0.082
H26 6.02898 -3.78981 0.59958  0.073
C18 4.01722 2.84539 -2.78033  -0.010
C19 4.97163 2.05906 -1.91514  -0.552
O5 5.28881 0.90912 -2.17787  0.024
N5 5.48075 2.67421 -0.81287  0.010
C20 5.22118 4.02184 -0.34582  -0.075
H27 3.69924 2.22664 -3.61447  0.083
H28 3.13597 3.13405 -2.20492  0.081
H29 4.51104 3.73463 -3.17480  0.085
H30 6.11149 2.09166 -0.28141  0.135
H31 6.16881 4.56193 -0.30755  0.085
H32 4.80218 3.96495 0.66075  0.081
H33 4.53129 4.55586 -0.99108  0.072

Computed properties:
E_LUMO	-0.46	eV
ΔE to the lowest compared entry with this formula, charge and spin	45.2	kcal per mole
E	-1830.0588	Ha
spin multiplicity	1
HOMO-LUMO gap	0.311	Ha
SMILES string	C[C@@H](O)COc1ccc(S)c2nccnc12.CNC(C)=O.CNC(C)=O.CNC(C)=O



Entry 4:
The following is a DFT calculation (wB97M-V/def2-TZVPD) of C25H45N2OP3ScSe as an isolated structure.

Each line ends with the Löwdin charge.
Element x y z (Å)
Sc1 0.11762 0.05858 -0.06477  0.381
P1 -1.12530 -2.02417 -1.13491  0.733
P2 2.14651 -1.42684 0.59390  0.730
P3 0.68310 0.40267 -2.63300  0.759
H1 0.26644 2.46036 1.30093  0.104
C1 -0.02961 2.36085 0.24452  -0.088
C2 -1.32072 1.94303 -0.11238  -0.111
H2 -2.10213 1.79652 0.65298  0.055
C3 -2.19850 -3.01813 -0.03992  -0.239
C4 -0.13259 -3.35640 -1.90287  -0.226
C5 -2.30121 -1.60035 -2.47478  -0.229
C6 3.09279 -0.11456 1.45539  -0.239
C7 2.14660 -2.71979 1.89310  -0.228
C8 3.34809 -2.02235 -0.64631  -0.229
C9 -0.41530 1.53787 -3.55560  -0.218
C10 1.25545 -0.78682 -3.90372  -0.227
C11 2.17337 1.43219 -2.58222  -0.264
H3 0.64681 2.88261 -0.44277  0.091
H4 -1.73938 2.13982 -1.10604  0.083
H5 -3.08041 -2.44412 0.27490  0.031
H6 -1.63857 -3.30905 0.85927  0.056
H7 -2.52445 -3.91828 -0.57923  0.076
H8 0.57662 -3.75316 -1.16648  0.046
H9 0.42507 -2.98891 -2.77054  0.028
H10 -0.80451 -4.16315 -2.22192  0.077
H11 -3.12631 -1.00137 -2.06303  0.052
H12 -2.71209 -2.52247 -2.91069  0.081
H13 -1.81425 -1.01621 -3.26825  0.019
H14 4.14252 -0.44120 1.50557  0.084
H15 2.69351 0.03230 2.47235  0.073
H16 3.03846 0.86151 0.95406  0.015
H17 3.13197 -2.79532 2.36984  0.078
H18 1.88848 -3.68890 1.44876  0.060
H19 1.39875 -2.47072 2.65916  0.030
H20 4.22382 -2.45254 -0.13892  0.079
H21 3.67241 -1.18490 -1.28319  0.045
H22 2.88199 -2.79008 -1.28282  0.046
H23 0.15544 1.98323 -4.38172  0.078
H24 -0.76669 2.33880 -2.89339  0.041
H25 -1.28342 0.99047 -3.94207  0.053
H26 1.70984 -0.23201 -4.73780  0.083
H27 0.41831 -1.38812 -4.27805  0.050
H28 2.01957 -1.44840 -3.47032  0.049
H29 2.30701 1.98066 -3.52316  0.084
H30 3.04920 0.79906 -2.39227  0.056
H31 2.10167 2.15418 -1.76441  -0.001
C12 4.32317 3.63450 -0.65837  -0.313
C13 5.40094 3.99054 0.16381  -0.021
C14 5.90659 5.29237 0.09701  -0.056
C15 5.41271 6.21209 -0.84424  -0.064
C16 4.38714 5.81681 -1.71297  -0.063
C17 3.83868 4.52462 -1.62702  -0.030
O1 3.66383 2.42909 -0.51438  -0.084
H32 4.24800 1.72022 -0.14669  0.104
H33 5.82525 3.25470 0.83672  0.113
H34 6.70902 5.60044 0.77126  0.119
H35 5.83715 7.22838 -0.91066  0.123
H36 4.02473 6.51473 -2.47497  0.117
H37 3.05559 4.20065 -2.31612  0.096
C18 -4.16922 -0.11105 0.99287  -0.002
N1 -3.86470 -0.91703 2.17031  -0.062
C19 -2.63238 -1.06266 2.77897  -0.612
Se1 -0.94695 -0.33707 2.39056  0.758
N2 -2.87727 -1.84535 3.87997  0.136
C20 -4.23862 -2.14435 4.00694  -0.172
C21 -4.94513 -2.65122 5.09234  0.028
C22 -6.34540 -2.57947 5.01730  -0.023
C23 -6.98836 -1.98406 3.91774  -0.024
C24 -6.25785 -1.46781 2.83866  0.020
C25 -4.86802 -1.56139 2.92038  -0.152
H38 -4.17734 0.95646 1.24898  0.114
H39 -5.16401 -0.39874 0.63355  0.108
H40 -3.42977 -0.30116 0.20495  0.051
H41 -2.17599 -2.11493 4.56535  0.175
H42 -4.39796 -3.07342 5.94119  0.134
H43 -6.95084 -2.99144 5.82496  0.129
H44 -8.07199 -1.91376 3.91806  0.127
H45 -6.72692 -0.99706 1.97634  0.118

Computed properties:
charge	+3
E_LUMO	-10.83	eV
ΔE to the lowest compared entry with this formula, charge and spin	0.0	kcal per mole
E	-5349.6727	Ha
spin multiplicity	1
HOMO-LUMO gap	0.144	Ha



Entry 5:
The following is a DFT calculation (wB97M-V/def2-TZVPD) of C4H5O3Sn as an isolated structure.

Each line ends with the Löwdin charge.
Element x y z (Å)
O1 0.81860 0.74158 0.22604  -0.411
C1 0.56045 0.96083 -1.22230  -0.266
C2 -0.16517 -0.25939 -1.76567  -0.477
O2 0.54789 -1.46058 -1.57032  -0.478
Sn1 1.28058 -1.19584 0.14024  1.090
H1 -0.12267 1.83385 -1.27866  0.036
H2 -0.34221 -0.05902 -2.84402  0.099
H3 -1.18325 -0.37401 -1.31008  0.081
O3 0.76553 -1.37332 2.00632  -0.381
C3 -0.14779 -0.40893 2.11283  -0.338
C4 -0.24691 0.59600 1.21562  -0.166
H4 -0.80913 -0.42368 2.99155  0.104
H5 -0.95591 1.42250 1.29845  0.107

Computed properties:
charge	-1
E_LUMO	3.84	eV
E	-595.2989	Ha
spin multiplicity	1
HOMO-LUMO gap	0.227	Ha



Entry 6:
The following is a DFT calculation (wB97M-V/def2-TZVPD) of a 6-piece molecular cluster, C7H19FN9O12S overall.

Each line ends with the Löwdin charge.
Element x y z (Å)
N1 2.51098 -4.00328 0.05051  0.163
C1 1.67901 -2.96744 0.19577  -0.265
N2 0.26849 -3.26431 0.06814  0.196
C2 -0.26595 -1.96074 0.25820  -0.226
S1 -2.10258 -1.91563 0.17760  0.837
O1 -2.67664 -0.54949 0.09049  -0.281
O2 -2.62710 -2.80409 -0.90541  -0.257
F1 -2.62653 -2.59419 1.62103  -0.181
N3 0.69892 -0.95346 0.50303  0.122
N4 1.90415 -1.59113 0.45113  0.144
H1 3.32362 -3.93979 -0.56610  0.137
H2 2.24386 -4.88176 0.51475  0.117
H3 0.49868 0.03693 0.67499  0.200
H4 2.82869 -1.13442 0.57328  0.130
C3 -5.32706 1.20346 0.46789  0.028
N5 -6.50161 1.75860 1.18829  -0.448
O3 -7.59250 1.63250 0.66303  0.068
O4 -6.28476 2.30178 2.25661  0.058
H5 -5.66654 0.75233 -0.46194  0.102
H6 -4.64367 2.02808 0.26943  0.066
H7 -4.86864 0.45656 1.11338  0.085
C4 0.32331 -6.65690 -2.56347  0.065
N6 1.31509 -5.96173 -1.70325  -0.401
O5 2.11589 -5.21852 -2.25652  0.055
O6 1.25413 -6.18754 -0.49960  0.028
H8 0.49276 -6.36612 -3.59762  0.103
H9 0.47070 -7.72798 -2.43394  0.110
H10 -0.66867 -6.35131 -2.23341  0.109
C5 5.60922 0.67591 2.51667  0.074
N7 4.49422 -0.01982 1.82523  -0.408
O7 3.86873 -0.84835 2.46512  0.073
O8 4.28380 0.29241 0.65454  0.034
H11 5.67854 0.30199 3.53552  0.107
H12 6.52250 0.46100 1.96366  0.115
H13 5.38415 1.74235 2.51094  0.100
C6 3.01269 3.42532 -0.82086  0.043
N8 3.62756 4.30496 0.20792  -0.443
O9 4.04908 3.77327 1.22432  0.041
O10 3.66528 5.49166 -0.03856  0.093
H14 3.04792 2.39698 -0.46741  0.065
H15 1.98289 3.75128 -0.95935  0.103
H16 3.58902 3.53772 -1.73768  0.108
C7 -4.39944 5.90916 -0.70118  0.051
N9 -3.82804 4.68795 -1.32626  -0.439
O11 -3.67576 4.69424 -2.53163  0.082
O12 -3.55205 3.76310 -0.57916  0.028
H17 -4.59438 6.64252 -1.48024  0.099
H18 -5.32336 5.62089 -0.20206  0.105
H19 -3.66717 6.28701 0.01047  0.103

Computed properties:
charge	+1
E_LUMO	-4.97	eV
ΔE to the lowest compared entry with this formula, charge and spin	39.8	kcal per mole
E	-2171.0371	Ha
spin multiplicity	1
HOMO-LUMO gap	0.274	Ha